Computed, not measured: a cluster of 11 separate species, C60H56O19 in total at a distorted geometry, with ωB97M-V/def2-TZVPD.

Geometry (Å):
O 20.58999 9.95955 10.48879
O 14.44704 16.18585 14.42125
O 11.84326 16.14063 19.57845
O 18.62944 7.50016 16.81644
O 16.74928 11.61509 19.86856
O 12.37224 13.72568 13.01670
O 15.47158 9.87503 12.99982
O 25.18940 12.50282 11.95889
O 20.36882 16.12048 9.07799
O 9.44392 13.93632 15.24971
O 18.17028 13.61586 12.47698
O 15.02510 15.21444 17.77565
O 13.43506 10.52649 21.63078
O 11.34862 11.65613 16.76892
O 17.06370 16.68082 7.34191
O 15.26202 21.50001 13.97568
O 19.39906 15.18039 21.06219
O 14.96962 12.10989 16.52152
O 9.18395 9.38974 11.97465
C 17.71214 12.14660 14.19359
C 12.00208 10.00891 19.89718
C 17.22371 16.12243 20.46279
C 16.47642 7.79135 13.24632
C 22.89474 12.01820 12.28230
C 17.23428 10.79838 19.08896
C 9.50826 14.36271 17.60640
C 14.73212 9.05098 13.89989
C 13.92822 18.41515 15.18323
C 21.72338 14.56712 8.19480
C 9.96343 14.39055 16.23793
C 9.92219 15.07550 18.67516
C 15.31596 17.97931 13.17699
C 16.03010 13.71628 13.48062
C 20.30876 15.15791 10.10556
C 16.80801 8.71160 17.80909
C 11.41732 10.22522 18.68241
C 14.57800 17.38342 14.28785
C 15.19880 13.32821 14.50361
C 16.90838 11.79470 15.24139
C 15.84450 8.16416 14.46694
C 16.02370 15.23255 18.47442
C 11.77806 11.39532 17.86673
C 14.94886 20.28225 14.01449
C 18.63496 10.69699 18.58367
C 18.19686 8.48779 17.45455
C 17.50890 17.68327 8.28970
C 16.63052 9.16813 12.57154
C 15.63518 12.44163 15.53575
C 16.15399 16.14002 19.66387
C 20.64340 15.53621 7.86507
C 11.73192 12.73864 12.73358
C 12.62998 12.36069 18.59820
C 21.62774 10.51988 10.80172
C 11.37802 10.28214 12.38601
C 17.25411 17.13216 9.64726
C 17.37882 13.19697 13.29073
C 21.76760 11.38113 11.96122
C 12.92088 10.94911 20.56876
C 15.48190 19.31969 13.02581
C 18.39362 15.22967 20.34600
C 21.44900 14.26364 9.70488
C 14.11346 19.67829 14.98703
C 22.92188 10.51714 9.96407
C 17.29294 14.53542 18.19265
C 11.80614 15.68369 17.31141
C 9.45952 11.73162 12.38642
C 9.93032 10.35931 12.27932
C 16.80880 15.46319 8.04413
C 11.18044 15.12247 16.23850
C 24.15572 12.00568 11.54433
C 12.22504 11.28196 12.70800
C 16.44090 15.89440 9.43678
C 16.36180 9.74556 18.55183
C 13.14170 12.17798 19.84848
C 11.24152 15.65920 18.63877
C 19.07002 9.65836 17.77130
C 18.36034 14.50549 19.07304
C 24.02016 11.21463 10.33263
C 10.24174 12.81337 12.54959
H 24.73948 11.20510 9.52708
H 13.68110 20.34341 15.71988
H 15.52172 7.31946 15.07554
H 19.23156 13.94505 18.76762
H 22.73414 12.64744 13.14523
H 13.42654 18.06250 16.07225
H 17.44748 7.32890 13.42323
H 13.81920 12.90759 20.26689
H 8.49356 13.99699 17.66146
H 16.57047 15.02654 10.08341
H 9.85882 13.82321 12.54935
H 13.99112 8.47676 13.34376
H 18.23479 16.88267 10.05238
H 17.42414 11.12245 15.91105
H 16.07164 8.03665 17.39850
H 9.45090 15.03582 19.64610
H 19.70460 15.12424 7.49487
H 11.85182 9.31392 12.31930
H 12.74984 16.19687 17.19966
H 19.40333 11.41739 18.82247
H 11.68352 15.09458 15.28322
H 13.26352 11.00642 12.81767
H 17.18766 16.72635 21.35744
H 22.86124 10.09306 8.97267
H 18.71588 11.75016 14.15150
H 22.26804 14.44790 10.40008
H 12.96296 13.25740 18.09676
H 15.40052 16.21952 9.43394
H 22.70814 15.03432 8.18510
H 16.73240 17.84723 10.28333
H 17.39470 14.00477 17.25752
H 14.26126 9.65724 14.67375
H 15.57790 17.25585 12.41909
H 15.79068 14.38510 12.66714
H 11.72220 9.12187 20.44603
H 20.52520 15.74558 10.99769
H 17.71902 14.86905 8.12538
H 20.85275 11.52904 12.51581
H 14.22958 13.80392 14.47727
H 19.31020 14.73766 10.22547
H 17.56628 9.64347 12.86563
H 16.95560 18.59929 8.08267
H 16.56035 8.73988 15.05363
H 15.28774 9.84061 18.61300
H 21.15184 13.21889 9.79592
H 8.39646 11.83198 12.22445
H 15.35408 16.78023 20.00543
H 18.51664 18.03884 8.07496
H 16.02891 14.82832 7.62363
H 21.02528 16.31947 7.21026
H 15.86808 7.16667 12.59225
H 16.68238 9.10913 11.48437
H 15.88596 19.72357 12.10928
H 20.05760 9.75236 17.34439
H 10.72084 9.46920 18.35110
H 21.80088 13.66605 7.58639

Atomic forces in eV per Å
1.0 0.4 0.2
-0.1 0.4 0.1
-0.2 -0.2 0.4
-1.2 2.2 1.6
1.4 -0.5 -1.0
0.3 -0.4 -0.4
-0.2 0.8 -0.2
-0.8 -0.1 -0.5
-1.2 2.4 1.0
-0.6 -0.3 0.1
0.2 0.4 -0.6
0.7 -0.4 0.4
-0.7 1.9 -2.1
-0.1 -0.3 -0.5
0.0 -0.2 -0.2
-1.1 -3.1 0.3
-2.1 0.3 -0.6
0.7 0.6 -0.9
2.1 2.6 1.1
-0.2 -1.4 2.7
-1.5 0.2 -1.7
-0.3 0.2 1.5
2.5 -0.4 -2.8
-1.7 0.8 1.3
-0.8 0.1 0.9
-3.8 0.2 1.9
0.9 0.2 0.9
0.5 -3.2 0.1
1.3 -1.0 1.3
1.0 0.4 0.9
0.0 -1.7 -0.2
0.2 1.2 -0.8
-1.1 -0.4 0.7
0.4 1.2 -0.1
-1.3 0.2 0.6
0.9 -1.1 1.6
-0.7 0.8 0.7
0.5 2.6 -2.9
3.0 0.3 -1.3
-2.0 0.0 2.1
0.1 1.4 0.2
-0.3 0.6 1.1
2.1 2.7 -1.8
1.2 -1.6 -1.3
1.8 -1.0 -1.8
-0.7 0.7 -1.7
0.1 -0.9 -0.4
-0.9 -1.9 1.1
0.1 -0.5 0.5
0.0 0.3 -0.8
-0.9 -1.6 1.0
1.5 0.4 1.5
0.9 -0.4 -1.4
1.8 -0.5 0.9
1.3 0.0 1.4
-0.4 0.1 0.1
-0.2 0.1 0.3
0.4 -2.7 2.0
-0.3 -1.5 -0.4
1.5 0.2 -0.6
-0.3 -1.8 0.1
-1.2 2.5 2.2
-0.8 0.7 0.9
1.9 -0.7 1.3
-0.2 -0.4 -2.5
-0.8 1.2 -0.1
-1.3 -1.7 -1.5
0.5 0.4 0.4
3.6 1.4 -0.6
0.6 -0.6 0.8
-0.8 0.6 -0.9
-1.1 -0.4 -0.3
-0.1 -1.2 -1.5
0.1 0.9 -1.3
0.5 0.9 0.0
-1.1 1.9 1.6
-1.9 -0.7 -2.4
-0.7 -1.2 -2.5
0.2 -0.4 -0.4
0.8 0.3 0.5
-0.1 0.4 0.0
-0.2 0.0 0.0
0.2 0.0 0.2
0.9 0.3 0.2
-0.3 -0.1 -0.1
0.0 -0.2 -0.3
0.0 0.1 0.1
-0.2 -0.7 0.4
0.1 0.4 0.6
-0.2 0.0 0.1
-0.2 -0.2 0.1
-0.1 0.1 0.5
-0.7 -0.3 0.5
0.1 -0.3 0.0
-0.5 0.1 -0.1
0.2 -0.4 -0.6
-0.3 -0.4 -0.1
0.2 -0.2 -0.1
-0.3 0.5 0.2
0.3 0.4 -0.3
0.3 0.5 0.0
0.2 0.2 0.1
0.1 -0.3 0.0
0.1 -0.3 -0.2
0.3 -0.1 -0.4
-0.2 0.0 -0.4
-0.3 -0.4 0.1
-0.1 0.2 -0.4
0.2 0.0 0.1
-0.2 -0.1 -0.1
-0.2 0.2 -0.2
0.4 0.1 -0.2
-0.8 0.3 0.3
0.1 0.0 0.2
-0.1 -0.3 0.3
0.3 -0.2 -0.3
0.0 0.0 0.3
-0.2 -0.3 0.5
0.0 -0.4 -0.3
-0.1 0.4 0.4
-0.6 -0.1 0.0
-0.2 0.3 0.2
0.0 0.3 0.5
0.2 -0.2 0.2
-0.2 0.2 0.2
-0.4 0.0 -0.6
0.4 -0.8 0.2
0.0 0.4 -0.6
-0.4 0.0 -0.2
0.0 -0.3 0.2
-0.3 0.0 -0.1
0.3 0.1 0.1
0.2 -0.5 0.1
-0.1 0.2 -0.5
-0.3 0.0 0.0

Properties
Calculated total energy (eV): -102015.556
Maximum force (eV Å⁻¹): 4.2
HOMO energy (eV): -9.472
SMILES: O=C1C=CC(=O)C=C1.O=C1C=CC(=O)C=C1.O=C1C=CC(=O)C=C1.O=C1C=CC(=O)C=C1.O=C1C=CC(=O)C=C1.O=C1C=CC(=O)C=C1.O=C1C=CC(=O)C=C1.O=C1C=CC(=O)C=C1.C1CCOC1.C1CCOC1.C1CCOC1

Results of the Löwdin charge analysis, in e, for atoms 1 through 2:
1 O 0.103
2 O 0.109

=====

Computed, not measured: a cluster of 6 separate species, C60H70ClN10 in total at a distorted geometry, with ωB97M-V/def2-TZVPD.

Geometry (Å):
Cl 0.47920 -4.13370 9.14314
N 6.95191 -5.58440 11.08618
N 1.32593 3.69528 -1.62267
N 2.02968 -0.75841 10.23927
N -0.81077 9.93660 0.87883
N 2.62589 0.22201 -13.16093
N -10.05207 -1.76620 -5.67986
N -1.84254 -1.96613 6.35972
N -4.31771 0.19880 -2.26343
N 2.59975 -2.30335 -6.58266
N 1.33828 -1.49077 0.00736
C -3.24672 0.61425 -1.31533
C -7.77914 -2.11715 -5.22814
C 0.50542 6.19302 -0.69469
C 3.83797 -0.25403 -11.24906
C 0.09773 -2.15332 4.99121
C 0.02862 4.08546 -1.70489
C 2.12107 -1.32825 -1.27237
C 0.65144 8.69575 -0.51208
C -9.92526 -0.46793 -5.35360
C -0.55187 -2.23056 6.21858
C 1.60895 -1.44419 -6.99685
C -4.89119 1.13184 -3.05403
C 1.78533 2.34080 -2.03342
C -5.93355 0.85823 -3.90958
C 8.00886 -6.60254 11.01502
C 5.64604 -5.88518 10.93908
C 1.56468 -1.01157 -8.30700
C -6.41751 -0.48205 -3.95593
C 1.46646 -0.15797 -12.60785
C 2.71572 -2.63362 -5.14515
C -11.44158 -2.24258 -5.79884
C 4.03208 -2.53021 10.96793
C -1.50716 8.80313 1.19281
C -2.58230 -1.80966 5.24159
C 3.25714 -0.65166 9.66922
C 0.28099 9.88581 0.08290
C 3.73680 -1.97434 -8.71785
C 2.64846 -1.26578 -9.19205
C -0.01538 -1.49790 0.02633
C -8.68248 0.08649 -4.90241
C 0.05357 -1.73050 2.42997
C 0.02142 7.49869 -0.12058
C -1.29212 11.21205 1.44990
C 4.72876 -4.90337 11.07614
C 2.79265 -2.47738 11.65651
C 1.78831 -1.58600 11.28252
C -2.41583 -2.14094 7.71493
C 6.41494 -3.27501 11.38247
C -0.41981 5.31453 -1.27857
C -8.98979 -2.59361 -5.58953
C -5.83364 -1.43632 -3.10213
C 3.59566 -2.52674 -7.45513
C 5.06775 -3.56895 11.23184
C 1.44054 -1.66759 2.38596
C -4.79651 -1.05246 -2.26203
C -0.63729 -1.86418 3.80262
C -2.02452 -1.74460 3.98519
C -0.68162 -1.59631 1.27038
C 4.28732 -1.48379 10.07978
C 2.69131 -0.76921 -10.60510
C 2.06833 -1.58743 1.15972
C 2.58232 0.67397 -14.58912
C 1.83223 5.78450 -0.56872
C -7.62222 -0.80827 -4.74260
C 3.83015 0.14893 -12.55876
C 7.34007 -4.32165 11.28738
C 1.50497 -0.70117 -11.32009
C 0.88840 -0.09056 9.61216
C 2.22031 4.55221 -1.04937
C -1.04997 7.57535 0.75599
H -0.08386 -2.40479 7.18758
H -2.51110 -3.22335 7.83166
H 1.39211 2.09940 -3.02025
H 5.44555 -6.93798 10.79804
H 1.50513 1.65825 -1.23490
H -1.44085 5.60758 -1.47560
H 4.78974 -0.43893 -10.76751
H 0.61539 -0.02798 -13.26053
H 2.85789 2.39681 -2.21310
H -10.78943 0.17431 -5.44771
H -0.57301 -1.38562 -0.89048
H 1.91070 -3.31127 -4.87081
H 0.80921 -1.63905 11.73388
H 2.05004 -2.24005 -1.86451
H 3.59784 0.67249 -14.97933
H 2.06978 -1.59645 3.26003
H -1.75297 -1.82933 8.51830
H -4.36369 -1.78112 -1.59110
H -0.63983 3.34981 -2.12818
H 0.96102 0.98981 9.72165
H 4.75868 0.37930 -13.06091
H -1.75651 -1.68942 1.32022
H -4.50273 2.12287 -2.86643
H 7.79412 -7.28489 10.19040
H 3.14739 -1.55156 1.11693
H -9.16353 -3.62087 -5.88178
H 8.39982 -4.11524 11.25575
H 3.28109 4.34165 -1.02595
H 0.86597 -1.15321 -6.27003
H -2.35110 8.96868 1.84718
H 1.45021 8.70101 -1.24061
H 2.61207 -3.05735 12.55101
H 3.18707 -1.26401 -1.05631
H 2.59444 6.43373 -0.15994
H 1.88181 -0.44964 -1.86513
H -6.39848 1.57227 -4.57352
H 3.24720 0.10979 8.90383
H -2.47961 -0.15180 -1.23496
H 6.80147 -2.27203 11.49402
H -6.22690 -2.44053 -3.03939
H 0.70156 -0.41523 -8.56527
H 1.92934 0.01999 -15.15933
H 2.30055 1.72302 -14.49786
H -8.77829 1.08745 -4.50605
H -12.16481 -1.59781 -5.30663
H 3.73136 -3.01929 -5.07917
H 8.05483 -7.24970 11.88986
H -2.26612 11.34005 0.97352
H 4.48862 -2.23715 -9.44801
H -3.64047 -1.64417 5.38821
H 0.90004 -0.38459 8.56328
H 0.85811 10.79639 -0.00441
H 0.57054 -0.96631 -10.84571
H 1.15613 -2.36330 4.95386
H -6.89393 -2.73633 -5.20107
H 8.98685 -6.20379 10.75754
H 5.23928 -1.28493 9.60731
H 0.01279 -0.53234 10.08083
H -1.59270 6.68141 1.03003
H 4.29686 -3.24800 -7.05267
H 2.68835 -1.70153 -4.58251
H -3.82781 0.82921 -0.42072
H -0.65982 12.03741 1.13420
H 3.69774 -5.16007 10.86274
H -2.74480 -1.54816 3.20381
H -3.41880 -1.73177 7.81584
H -2.74862 1.43350 -1.82901
H -11.48899 -3.18702 -5.25649
H -1.46054 11.10731 2.51914
H -11.65222 -2.39376 -6.85703

Atomic forces in eV per Å
0.0 1.1 -0.5
0.7 0.5 0.1
0.5 1.0 0.8
0.0 -0.7 0.5
0.4 -1.2 0.2
0.6 -0.3 -1.4
-0.1 1.8 1.7
-0.5 -0.4 -0.9
-0.2 -0.6 -0.4
-0.9 2.5 -1.2
0.9 0.4 -0.5
-0.8 -0.2 -1.1
1.2 0.6 0.8
-0.8 0.3 0.8
0.5 -1.9 1.2
-0.7 0.0 -1.2
0.1 -0.5 -0.2
0.4 -0.8 0.2
0.0 -0.7 0.4
1.9 0.6 -0.2
1.1 0.6 0.5
0.5 -0.8 -0.7
-0.1 0.7 0.1
0.0 0.9 -0.4
0.0 -1.6 0.2
0.1 -1.5 -1.0
1.3 -0.8 0.9
0.3 0.0 0.5
0.3 1.0 0.5
1.2 -0.3 0.8
0.6 0.0 -0.9
-0.3 -1.4 -0.4
-0.8 0.9 1.3
1.1 0.8 -0.2
-0.4 0.5 0.6
-0.9 -0.5 1.1
-0.6 0.0 0.5
-1.5 -0.5 0.2
-0.1 0.6 -0.2
-0.2 0.1 2.1
-1.7 -1.6 0.0
-0.7 0.1 2.6
0.8 0.9 -1.0
-0.9 0.1 -0.6
-1.8 0.1 -0.8
0.5 0.3 -0.1
1.5 -0.7 -0.8
-0.8 -0.9 0.3
0.5 -0.5 -0.2
0.8 -0.2 -0.2
-0.9 -0.4 -1.2
0.1 0.8 0.0
1.3 -1.3 0.8
0.4 0.3 -0.3
0.4 0.2 -0.9
-0.5 -0.8 -0.5
0.6 -0.4 0.6
0.1 0.2 -0.1
0.6 -0.5 -1.8
-0.4 0.6 -1.0
-0.6 1.1 -0.7
-0.8 0.2 0.2
0.6 0.7 0.6
-0.3 0.0 -0.4
-0.7 0.2 -0.4
-1.0 -0.2 1.0
-0.6 1.0 -0.1
-0.9 0.7 -0.3
0.0 -0.2 0.0
-0.2 0.3 -0.4
-0.7 -0.1 -0.2
0.7 -0.6 -0.1
0.1 -0.1 0.2
-0.5 -0.1 0.2
-0.3 0.1 -0.1
0.1 -0.2 -0.2
-0.1 0.0 0.2
0.2 0.6 0.0
-0.3 -0.2 0.3
0.0 -0.1 0.5
-0.2 -0.2 0.1
0.4 -0.2 -0.2
0.3 -0.2 0.1
0.0 0.3 -0.1
-0.4 0.0 0.0
-0.1 -0.3 -0.1
-0.1 -0.3 0.1
0.2 0.3 -0.4
0.2 0.2 0.1
0.0 0.1 -0.2
-0.2 -0.1 0.1
-0.3 0.2 -0.4
0.0 0.2 -0.3
-0.1 0.1 -0.4
-0.3 0.1 0.0
0.0 0.0 -0.4
0.0 -0.1 0.1
0.0 -0.1 0.4
-0.1 -0.7 -0.1
-0.1 -0.2 0.0
-0.1 -0.2 0.0
0.1 0.0 0.1
0.0 -0.4 -0.2
-0.1 0.1 0.4
0.0 0.0 0.1
-0.6 0.0 0.3
0.3 0.4 0.2
0.7 -0.1 -0.1
-0.4 -0.3 0.3
-0.1 0.0 0.1
0.1 -0.1 0.0
0.1 0.1 -0.3
-0.1 0.3 0.0
-0.5 -0.1 -0.6
0.5 0.1 -0.1
0.3 0.4 -0.2
-0.3 -0.5 0.7
-0.1 0.5 0.3
0.0 0.4 0.1
0.5 -0.2 0.6
0.0 -0.1 0.0
-0.1 0.1 0.0
-0.2 0.1 -0.3
-0.1 -0.3 -0.2
0.0 0.0 0.2
-0.3 -0.5 -0.1
-0.2 0.5 0.4
0.2 -0.4 0.1
-0.2 0.5 -0.1
0.0 0.0 0.2
0.4 0.1 -0.3
-0.1 0.0 0.0
0.9 0.4 0.4
0.1 -0.1 0.3
-0.1 -0.1 0.2
0.2 -0.1 -0.2
0.2 0.4 -0.3
-0.2 0.4 0.6
-0.1 -0.1 -0.3
0.4 0.2 0.0
-0.3 0.0 0.1

Properties
Energy relative to the best compared isomer or geometry (same formula, charge and spin) (kcal per mole): 80.52
Calculated total energy (eV): -90671.826
Maximum force (eV Å⁻¹): 2.9
HOMO energy (eV): -20.007
Net charge: +9

Results of the Löwdin charge analysis, in e, for atoms 1 through 2:
1 Cl -0.503
2 N -0.067